[1]
DFT (ωB97M-V with the def2-TZVPD basis set) results for a cluster of 2 separate species, C2H4FPS in total at a distorted geometry.

CARTESIAN COORDINATES (ANGSTROEM)
C -2.5432 -0.3640 0.1803
C 1.0099 -0.3362 0.0041
F -2.2519 -1.6298 0.1544
P -3.9336 0.5015 0.0945
S -0.1221 1.0509 0.2193
H 2.0004 0.0829 -0.1496
H 0.7121 -0.9115 -0.8663
H 1.0051 -0.9601 0.8950
H -3.3262 1.7638 0.1538

Cartesian forces (eV/Å) of the 2 atoms listed first:
3.0 1.1 -0.1
-0.6 0.0 0.2

Properties
lowest unoccupied orbital energy (spin up / spin down)	-1.68 / -1.68	eV
E_tot	-24975.7208	eV
gap between HOMO and LUMO (spin up / spin down)	6.96 / 6.97	eV
multiplicity	1
M	110.1	g/mol
energy relative to the best compared isomer or geometry (same formula, charge and spin)	3.2392	eV


[2]
DFT (ωB97M-V with the def2-TZVPD basis set) results for a structure of composition C14H14BrNO2Pd at a distorted geometry.

CARTESIAN COORDINATES (ANGSTROEM)
C -0.7962 -1.1408 -2.7240
C -0.8691 -2.1504 -1.7296
C -1.6111 -1.6209 -0.6201
H -0.4512 -3.1503 -1.7432
C -2.0088 -0.2704 -0.9520
C -1.4767 0.0286 -2.2435
H -1.6428 0.9761 -2.7415
H -0.3531 -1.2683 -3.7004
H -1.8452 -2.1897 0.2666
H -2.6324 0.3982 -0.3766
Pd 0.2281 -0.3334 -0.5979
Br 1.2714 -2.3946 0.7630
C 2.2726 0.7426 -0.4832
C 1.4269 1.5252 -1.3446
C 1.2765 0.7861 -2.5637
H 1.0523 2.5166 -1.1233
C 2.0031 -0.4414 -2.4374
C 2.6474 -0.4569 -1.1710
H 3.3022 -1.2205 -0.7712
H 2.6307 1.0365 0.4850
H 0.7580 1.1495 -3.4426
H 2.1010 -1.2200 -3.1809
O -2.4131 -0.6839 1.7624
C -1.4644 0.0260 2.0927
C -1.4357 0.5852 3.5061
C -0.1360 1.3054 3.5867
C 0.5055 1.1623 2.1877
O 1.6190 1.6285 1.9406
N -0.3568 0.4493 1.3848
H -2.3026 1.2470 3.6063
H -1.5552 -0.2487 4.2088
H -0.2635 2.3704 3.8147
H 0.5192 0.8565 4.3415

Cartesian forces (eV/Å) of the 2 atoms listed first:
-0.5 -0.2 -0.2
-0.6 0.5 0.5

Properties
lowest unoccupied orbital energy (spin up / spin down)	0.49 / -2.24	eV
E_tot	-93848.6104	eV
gap between HOMO and LUMO (spin up / spin down)	8.49 / 6.61	eV
multiplicity	5
M	414.6	g/mol


[3]
DFT (ωB97M-V with the def2-TZVPD basis set) results for a structure of composition C31H33F10KN6O8P2.

CARTESIAN COORDINATES (ANGSTROEM)
K -0.8955 0.2790 0.5811
C 1.7455 -0.6859 2.6009
N 1.8910 0.2900 1.5344
C 2.0257 1.6416 2.0799
C 0.7345 2.2900 2.5792
N -0.0575 2.7581 1.4642
C -0.6819 3.9177 1.4960
C -0.8623 4.8732 2.5455
F -0.4047 4.6173 3.8063
C -1.5451 6.0652 2.3958
F -1.6530 6.8960 3.4562
C -2.1306 6.4294 1.2015
F -2.7736 7.6161 1.0555
C -2.0134 5.5333 0.1457
F -2.5730 5.8417 -1.0440
C -1.3332 4.3548 0.2935
F -1.2673 3.5381 -0.7802
C 3.0533 -0.0249 0.6990
C 2.8787 0.3750 -0.7664
N 2.4375 -0.7945 -1.5046
C 2.3471 -0.7405 -2.8083
C 2.1823 -1.9640 -3.5537
F 2.0977 -3.1286 -2.8665
C 2.1778 -2.0464 -4.9223
F 2.1321 -3.2592 -5.5277
C 2.2507 -0.9128 -5.7222
F 2.2691 -1.0056 -7.0800
C 2.3691 0.3007 -5.0702
F 2.4316 1.4319 -5.8081
C 2.4177 0.3878 -3.6952
F 2.4725 1.6482 -3.1825
H 2.6360 -0.7118 3.2576
H 1.5985 -1.6778 2.1735
H 0.8739 -0.4637 3.2156
H 2.4206 2.2846 1.2911
H 2.7718 1.6249 2.9002
H 1.0321 3.0732 3.2815
H 0.1769 1.5512 3.1784
H 3.2048 -1.1049 0.7036
H 3.9511 0.4442 1.1389
H 3.8494 0.7379 -1.1443
H 2.1892 1.2278 -0.8192
C -4.3792 -3.8440 0.5361
C -3.8940 -2.6785 1.3863
O -4.4624 -2.7963 2.7043
P -2.0909 -2.7617 1.6914
O -1.3482 -3.2376 0.3906
O -1.9942 -4.1074 2.5666
O -1.5364 -1.5682 2.3563
P -4.3466 -1.0108 0.6968
O -5.5880 -1.3312 -0.3228
O -4.8775 -0.2745 1.8732
O -3.2068 -0.5513 -0.1639
H -4.0128 -4.7938 0.9317
H -4.0409 -3.7337 -0.4943
H -5.4684 -3.8483 0.5366
H -4.7232 -1.8762 2.9195
H -1.1463 -2.5410 -0.3202
H -2.6647 -4.0325 3.2627
H -5.2379 -1.2798 -1.2190
N -1.0256 5.5063 -5.7506
C -1.2787 4.6216 -5.0608
C -1.6320 3.5152 -4.2152
C -2.9045 3.4370 -3.6569
C -3.1988 2.3462 -2.8679
C -2.2156 1.3845 -2.6612
N -0.9968 1.4526 -3.1902
C -0.7115 2.5031 -3.9484
H -3.6246 4.2256 -3.8299
H -4.1590 2.2459 -2.3804
H -2.4383 0.5426 -2.0153
H 0.2887 2.5531 -4.3599
O -0.9637 -1.7679 -1.7073
C -1.4519 -2.4172 -2.6311
C -1.3961 -1.8496 -4.0346
C -1.1174 -2.8136 -5.2117
C -0.6377 -4.2091 -4.8094
C -1.7819 -5.1111 -4.3467
C -2.7568 -4.3529 -3.4529
N -2.0872 -3.5904 -2.4192
H -0.6253 -1.0811 -3.9750
H -2.3413 -1.3152 -4.1850
H -0.3542 -2.3495 -5.8369
H -2.0096 -2.9112 -5.8394
H 0.1102 -4.1182 -4.0203
H -0.1254 -4.6748 -5.6522
H -1.3817 -5.9759 -3.8108
H -2.3386 -5.4935 -5.2093
H -3.4539 -5.0341 -2.9630
H -3.3617 -3.6719 -4.0570
H -2.0571 -3.9494 -1.4755

Cartesian forces (eV/Å) of the 2 atoms listed first:
0.5 0.4 -0.3
0.0 0.0 0.0

Properties
lowest unoccupied orbital energy	3.70	eV
E_tot	-120088.3372	eV
gap between HOMO and LUMO	5.30	eV
multiplicity	1
M	908.7	g/mol
energy relative to the best compared isomer or geometry (same formula, charge and spin)	0.5784	eV
charge	-2


Q: E_tot of number 1 (C2H4FPS)?
A: -24975.7208 eV